Entry 1:
# C39H36F6O

A cluster of 7 separate species, C39H36F6O in total in a non-equilibrium geometry (ωB97M-V/def2-TZVPD, the OMol25 dataset).

Geometry (Å):
1 F -15.376 31.767 -21.957
2 C -16.361 31.897 -22.861
3 C -17.347 32.836 -22.594
4 C -18.351 33.015 -23.539
5 C -18.361 32.273 -24.716
6 C -17.262 31.467 -24.980
7 C -16.299 31.174 -24.034
8 H -17.297 33.517 -21.756
9 H -19.132 33.736 -23.332
10 H -19.131 32.384 -25.465
11 H -17.239 30.937 -25.927
12 H -15.497 30.470 -24.204
13 F -12.384 28.002 -24.475
14 C -11.609 29.056 -24.164
15 C -11.621 30.206 -24.929
16 C -10.859 31.315 -24.571
17 C -10.072 31.235 -23.429
18 C -10.045 30.082 -22.666
19 C -10.758 28.967 -23.077
20 H -12.078 30.240 -25.912
21 H -10.824 32.215 -25.166
22 H -9.458 32.104 -23.219
23 H -9.356 29.963 -21.840
24 H -10.768 28.113 -22.411
25 F -16.217 33.450 -28.493
26 C -16.047 32.116 -28.311
27 C -16.982 31.233 -28.817
28 C -16.715 29.866 -28.700
29 C -15.603 29.409 -28.014
30 C -14.785 30.352 -27.385
31 C -15.004 31.697 -27.514
32 H -17.814 31.675 -29.347
33 H -17.428 29.208 -29.183
34 H -15.441 28.342 -27.977
35 H -13.935 29.970 -26.833
36 H -14.228 32.360 -27.154
37 F -19.262 32.111 -31.182
38 C -19.024 33.398 -31.520
39 C -17.736 33.932 -31.466
40 C -17.545 35.284 -31.628
41 C -18.669 36.074 -31.802
42 C -19.961 35.586 -31.802
43 C -20.132 34.203 -31.684
44 H -16.922 33.272 -31.186
45 H -16.545 35.684 -31.722
46 H -18.540 37.130 -32.024
47 H -20.767 36.269 -32.026
48 H -21.135 33.795 -31.702
49 F -16.507 41.230 -28.039
50 C -16.532 39.878 -27.933
51 C -16.159 39.242 -26.771
52 C -16.318 37.867 -26.676
53 C -16.799 37.116 -27.737
54 C -17.240 37.817 -28.861
55 C -17.022 39.184 -29.021
56 H -15.756 39.811 -25.942
57 H -16.001 37.318 -25.796
58 H -16.813 36.037 -27.786
59 H -17.764 37.299 -29.655
60 H -17.375 39.713 -29.895
61 F -12.679 33.909 -25.542
62 C -12.727 34.635 -26.680
63 C -12.076 34.095 -27.800
64 C -12.077 34.922 -28.911
65 C -12.683 36.169 -28.961
66 C -13.298 36.682 -27.824
67 C -13.259 35.899 -26.658
68 H -11.631 33.116 -27.707
69 H -11.574 34.441 -29.747
70 H -12.680 36.753 -29.871
71 H -13.724 37.667 -27.712
72 H -13.690 36.356 -25.777
73 C -11.004 27.939 -27.518
74 C -11.699 28.835 -28.494
75 C -12.647 28.143 -29.464
76 O -11.497 30.024 -28.515
77 H -10.460 28.525 -26.783
78 H -10.372 27.147 -27.917
79 H -11.820 27.417 -27.001
80 H -13.478 27.756 -28.867
81 H -12.152 27.291 -29.922
82 H -13.113 28.873 -30.121

Output
HOMO energy = -0.3322 Ha
LUMO = 0.69 eV
orbital gap = 9.73 eV
total charge = 0
ΔE to the lowest compared entry with this formula, charge and spin = 6.5 kcal/mol

Entry 2:
# C39H36HfN6O2S2

A structure of composition C39H36HfN6O2S2 in a non-equilibrium geometry (ωB97M-V/def2-TZVPD, the OMol25 dataset).

Geometry (Å):
1 Hf 15.145 9.690 12.816
2 O 14.351 7.823 12.510
3 C 13.644 7.415 11.486
4 C 12.487 6.632 11.646
5 C 11.779 6.181 10.542
6 C 12.202 6.416 9.235
7 C 13.359 7.127 9.023
8 C 14.130 7.609 10.117
9 C 15.322 8.385 9.824
10 N 15.934 9.169 10.636
11 C 17.184 9.807 10.060
12 C 18.079 10.229 11.259
13 N 17.096 10.955 12.131
14 C 17.232 12.196 12.174
15 C 16.288 13.102 12.784
16 C 16.508 14.472 12.520
17 C 15.644 15.447 13.106
18 C 14.669 15.050 14.057
19 C 14.521 13.692 14.283
20 C 15.257 12.713 13.649
21 O 15.024 11.430 13.781
22 H 11.995 6.516 12.676
23 H 10.870 5.598 10.644
24 H 11.623 6.090 8.340
25 H 13.772 7.348 8.101
26 H 15.808 8.249 8.882
27 H 16.923 10.606 9.367
28 H 17.654 9.081 9.408
29 H 18.946 10.783 11.037
30 H 18.413 9.311 11.764
31 H 18.165 12.564 11.592
32 H 17.340 14.749 11.931
33 H 15.859 16.463 12.908
34 H 14.131 15.881 14.476
35 H 13.725 13.373 14.978
36 S 15.997 13.981 8.543
37 C 16.139 15.611 8.102
38 C 15.188 16.413 8.642
39 C 14.238 15.622 9.404
40 C 14.565 14.262 9.341
41 C 13.809 13.199 10.021
42 C 14.436 12.066 10.568
43 N 13.840 11.245 11.415
44 C 12.578 11.551 11.802
45 C 11.826 12.522 11.160
46 C 10.430 12.687 11.461
47 C 9.783 11.951 12.423
48 C 10.619 10.904 13.064
49 C 10.024 9.982 13.962
50 C 10.851 9.123 14.742
51 C 12.211 9.035 14.398
52 N 12.746 9.831 13.437
53 C 12.003 10.764 12.776
54 C 10.277 8.018 15.471
55 C 10.845 6.793 15.601
56 C 10.057 5.945 16.437
57 C 8.883 6.458 16.809
58 S 8.797 8.116 16.306
59 C 12.485 13.371 10.235
60 H 16.909 15.877 7.459
61 H 14.920 17.475 8.445
62 H 13.318 15.979 9.898
63 H 15.485 11.849 10.269
64 H 9.688 13.305 10.954
65 H 8.718 12.057 12.675
66 H 8.954 9.927 14.046
67 H 12.795 8.259 14.827
68 H 11.806 6.504 15.213
69 H 10.305 4.949 16.660
70 H 8.046 5.885 17.223
71 H 11.955 14.118 9.669
72 N 14.902 9.351 15.297
73 C 16.082 9.715 16.123
74 C 17.017 8.590 16.052
75 C 17.768 8.329 14.734
76 N 16.823 8.128 13.524
77 H 14.151 10.023 15.387
78 H 14.492 8.533 15.604
79 H 15.785 9.908 17.172
80 H 16.535 10.644 15.693
81 H 16.451 7.569 16.258
82 H 17.784 8.705 16.851
83 H 18.345 7.406 14.875
84 H 18.503 9.080 14.586
85 H 16.321 7.279 13.753
86 H 17.351 7.837 12.736

Output
HOMO energy = -0.4696 Ha
LUMO = -5.67 eV
orbital gap = 7.10 eV
total charge = +2
ΔE to the lowest compared entry with this formula, charge and spin = 35.2 kcal/mol

Entry 3:
# C39H36InN3O4S3

A structure of composition C39H36InN3O4S3 in a non-equilibrium geometry (ωB97M-V/def2-TZVPD, the OMol25 dataset).

Geometry (Å):
1 In 0.001 0.236 -0.374
2 O 3.305 3.268 -0.327
3 C 4.318 2.447 -0.039
4 C 5.610 2.824 -0.422
5 C 6.697 2.033 -0.105
6 C 6.523 0.841 0.590
7 C 5.245 0.440 0.940
8 C 4.133 1.219 0.635
9 C 2.748 0.745 0.918
10 O 1.774 1.562 0.826
11 N 2.612 -0.526 1.253
12 N 1.289 -0.817 1.378
13 C 0.907 -1.697 2.219
14 C -0.479 -1.954 2.530
15 C -0.777 -3.019 3.388
16 C -2.056 -3.270 3.838
17 C -3.088 -2.427 3.415
18 C -2.833 -1.375 2.568
19 C -1.523 -1.072 2.098
20 O -1.350 -0.017 1.379
21 H 2.473 2.783 -0.044
22 H 5.726 3.743 -0.983
23 H 7.691 2.348 -0.404
24 H 7.378 0.221 0.832
25 H 5.073 -0.496 1.453
26 H 1.665 -2.220 2.811
27 H 0.041 -3.657 3.711
28 H -2.254 -4.099 4.507
29 H -4.099 -2.597 3.771
30 H -3.629 -0.720 2.236
31 C 1.861 -2.100 -2.309
32 C 2.652 -0.791 -2.194
33 C 4.147 -1.131 -2.173
34 C 2.320 0.253 -3.247
35 C 2.965 0.195 -4.468
36 C 2.869 1.211 -5.405
37 C 2.097 2.324 -5.080
38 C 1.342 2.429 -3.928
39 C 0.553 3.754 -3.810
40 C -0.370 4.028 -2.617
41 C -0.322 3.955 -5.060
42 C 1.413 1.343 -2.936
43 N 0.687 1.472 -1.846
44 H 2.248 -2.840 -1.601
45 H 1.939 -2.510 -3.320
46 H 0.805 -1.947 -2.092
47 H 2.414 -0.352 -1.222
48 H 4.405 -1.807 -2.995
49 H 4.407 -1.624 -1.234
50 H 4.755 -0.230 -2.267
51 H 3.594 -0.663 -4.694
52 H 3.410 1.162 -6.343
53 H 2.081 3.148 -5.790
54 H 1.311 4.551 -3.811
55 H -1.182 3.303 -2.578
56 H -0.804 5.030 -2.742
57 H 0.152 3.988 -1.668
58 H -1.099 3.193 -5.079
59 H 0.243 3.884 -5.991
60 H -0.806 4.938 -5.029
61 O -2.063 0.157 -1.277
62 C -2.855 -0.332 -2.281
63 C -4.270 0.203 -2.041
64 C -5.488 -0.406 -2.063
65 C -6.558 0.479 -1.749
66 C -6.125 1.740 -1.483
67 S -4.412 1.857 -1.588
68 C -2.900 -1.856 -2.221
69 C -3.406 -2.791 -3.073
70 C -3.217 -4.119 -2.600
71 C -2.566 -4.152 -1.404
72 S -2.186 -2.574 -0.838
73 C -2.447 0.068 -3.714
74 C -3.068 0.899 -4.602
75 C -2.371 1.024 -5.837
76 C -1.232 0.287 -5.864
77 S -1.010 -0.573 -4.402
78 H -5.624 -1.454 -2.287
79 H -7.598 0.179 -1.720
80 H -6.714 2.604 -1.214
81 H -3.881 -2.539 -4.011
82 H -3.542 -5.000 -3.139
83 H -2.289 -5.015 -0.819
84 H -3.992 1.415 -4.388
85 H -2.711 1.648 -6.652
86 H -0.480 0.220 -6.635

Output
HOMO energy = -0.0176 Ha
LUMO = 4.16 eV
orbital gap = 4.64 eV
total charge = -2
ΔE to the lowest compared entry with this formula, charge and spin = 40.0 kcal/mol

Entry 4:
# C39H36N4O2PSn

A structure of composition C39H36N4O2PSn (ωB97M-V/def2-TZVPD, the OMol25 dataset).

Geometry (Å):
1 Sn -1.195 0.554 -1.247
2 C 5.322 0.895 0.403
3 C 4.887 0.200 -0.872
4 C 5.823 -0.581 -1.550
5 C 5.527 -1.198 -2.757
6 C 4.275 -1.041 -3.337
7 C 3.319 -0.287 -2.676
8 C 3.609 0.322 -1.446
9 P 2.220 1.182 -0.685
10 C 2.163 0.600 1.059
11 C 2.027 -0.802 1.101
12 C 2.030 -1.483 2.306
13 C 2.134 -0.767 3.495
14 C 2.248 0.608 3.462
15 C 2.277 1.324 2.258
16 C 2.510 2.814 2.350
17 C 2.461 2.952 -0.979
18 C 3.575 3.368 -1.687
19 C 3.640 4.650 -2.233
20 C 2.572 5.577 -2.157
21 C 1.470 5.231 -1.460
22 C 1.377 3.931 -0.822
23 C 0.308 3.686 -0.046
24 H 6.297 1.364 0.260
25 H 5.429 0.182 1.226
26 H 4.630 1.670 0.724
27 H 6.817 -0.692 -1.124
28 H 6.283 -1.795 -3.255
29 H 4.049 -1.504 -4.291
30 H 2.335 -0.162 -3.113
31 H 1.973 -1.362 0.174
32 H 1.970 -2.566 2.321
33 H 2.148 -1.287 4.447
34 H 2.369 1.155 4.394
35 H 1.628 3.335 2.747
36 H 2.767 3.259 1.399
37 H 3.330 3.026 3.040
38 H 4.416 2.700 -1.806
39 H 4.555 4.952 -2.738
40 H 2.654 6.549 -2.626
41 H 0.646 5.928 -1.338
42 H -0.471 4.436 0.087
43 H 0.223 2.757 0.509
44 O -7.609 -2.264 -0.655
45 C -7.536 -0.878 -0.886
46 C -6.084 -0.509 -0.990
47 C -5.690 0.812 -1.181
48 C -4.348 1.100 -1.277
49 N -3.407 0.148 -1.209
50 C -3.773 -1.132 -1.035
51 C -5.097 -1.488 -0.908
52 C -2.661 -2.121 -1.073
53 C -2.834 -3.472 -0.878
54 C -1.758 -4.344 -1.045
55 C -1.948 -5.817 -0.816
56 O -3.077 -5.960 0.017
57 C -0.531 -3.819 -1.435
58 C -0.406 -2.455 -1.574
59 N -1.444 -1.619 -1.376
60 H -8.529 -2.546 -0.625
61 H -7.986 -0.293 -0.078
62 H -8.031 -0.579 -1.813
63 H -6.420 1.612 -1.256
64 H -4.008 2.118 -1.424
65 H -5.404 -2.514 -0.755
66 H -3.794 -3.884 -0.592
67 H -1.040 -6.241 -0.386
68 H -2.097 -6.289 -1.791
69 H -3.190 -6.882 0.263
70 H 0.327 -4.457 -1.620
71 H 0.540 -2.006 -1.846
72 N -2.092 0.003 6.294
73 C -1.987 0.049 5.147
74 C -1.837 0.124 3.714
75 C -1.319 -0.951 3.008
76 C -1.149 -0.830 1.645
77 N -1.484 0.290 0.984
78 C -2.015 1.320 1.669
79 C -2.201 1.282 3.030
80 H -1.047 -1.868 3.513
81 H -0.726 -1.642 1.066
82 H -2.314 2.192 1.099
83 H -2.619 2.130 3.556

Output
HOMO energy = -0.5746 Ha
LUMO = -10.13 eV
orbital gap = 5.50 eV
total charge = +3
ΔE to the lowest compared entry with this formula, charge and spin = 24.3 kcal/mol

Entry 5:
# C39H37AsN5O4S3Tl

A structure of composition C39H37AsN5O4S3Tl in a non-equilibrium geometry (ωB97M-V/def2-TZVPD, the OMol25 dataset).

Geometry (Å):
1 Tl 16.073 15.646 7.556
2 S 16.258 15.285 9.896
3 C 15.053 14.139 10.469
4 C 15.039 14.106 11.855
5 C 14.238 13.205 12.509
6 C 13.448 12.331 11.779
7 C 13.492 12.311 10.390
8 C 14.308 13.223 9.743
9 As 14.447 13.280 7.863
10 C 15.056 11.522 7.390
11 C 15.121 11.194 6.027
12 C 15.652 9.985 5.627
13 C 16.142 9.086 6.570
14 C 16.161 9.451 7.910
15 C 15.601 10.650 8.327
16 C 12.599 13.326 7.451
17 C 11.904 12.277 6.859
18 C 10.528 12.387 6.659
19 C 9.842 13.524 7.096
20 C 10.553 14.572 7.653
21 C 11.925 14.469 7.844
22 H 15.661 14.801 12.411
23 H 14.186 13.260 13.580
24 H 12.788 11.665 12.298
25 H 12.907 11.601 9.836
26 H 14.726 11.854 5.266
27 H 15.690 9.750 4.567
28 H 16.534 8.133 6.263
29 H 16.563 8.790 8.643
30 H 15.584 10.894 9.379
31 H 12.419 11.372 6.545
32 H 9.987 11.588 6.204
33 H 8.774 13.595 6.970
34 H 10.028 15.447 7.986
35 H 12.449 15.326 8.278
36 C 16.662 23.666 8.563
37 C 15.984 22.294 8.544
38 C 16.903 21.205 9.063
39 N 16.183 19.945 9.204
40 C 15.848 19.095 8.256
41 S 14.569 18.019 8.457
42 N 16.493 19.134 7.032
43 C 17.824 19.255 6.602
44 O 18.007 19.359 5.406
45 C 18.986 19.166 7.578
46 C 20.171 19.755 7.160
47 C 21.315 19.635 7.925
48 C 21.265 18.922 9.108
49 C 20.095 18.304 9.525
50 C 18.952 18.410 8.746
51 H 16.003 24.432 8.204
52 H 17.515 23.666 7.876
53 H 16.987 23.927 9.568
54 H 15.638 22.025 7.541
55 H 15.081 22.292 9.186
56 H 17.299 21.467 10.044
57 H 17.742 21.070 8.389
58 H 15.698 19.789 10.084
59 H 15.927 18.754 6.283
60 H 20.165 20.336 6.250
61 H 22.232 20.116 7.584
62 H 22.167 18.887 9.736
63 H 20.073 17.719 10.428
64 H 18.052 17.922 9.053
65 O 26.421 12.910 9.414
66 S 25.235 13.457 10.017
67 O 24.157 12.527 10.278
68 O 25.498 14.384 11.126
69 C 24.590 14.630 8.762
70 N 25.484 15.400 8.140
71 C 25.011 16.299 7.277
72 C 23.645 16.435 7.003
73 C 22.810 15.536 7.666
74 N 23.295 14.657 8.531
75 C 21.335 15.533 7.519
76 C 20.597 14.823 8.472
77 C 19.219 14.813 8.394
78 N 18.547 15.442 7.423
79 C 19.260 16.108 6.502
80 C 20.637 16.173 6.513
81 H 25.670 16.980 6.768
82 H 23.282 17.201 6.338
83 H 21.127 14.270 9.245
84 H 18.601 14.291 9.115
85 H 18.697 16.580 5.729
86 H 21.154 16.732 5.756
87 C 15.864 16.211 5.324
88 H 14.806 16.353 5.144
89 H 16.278 15.418 4.685
90 H 16.389 17.131 5.125

Output
HOMO energy = -0.2553 Ha
LUMO = -1.06 eV
orbital gap = 5.89 eV
total charge = 0